1.
126
Properties=species:S:1:pos:R:3 method="wB97M-V/def2-TZVPD" charge=+1 largest_force_ev_per_a=1.15 energy_ev=-97253.16267 multiplicity=1
C -0.75 -4.82 2.52
H -4.06 1.40 -4.73
C -1.89 -4.46 0.44
H -5.06 -2.25 -2.50
C -3.40 -2.95 -3.71
O 0.92 0.07 -2.43
C 4.37 0.77 2.10
H 3.61 -1.72 1.15
C 0.23 -3.90 2.15
C -5.47 1.42 -0.86
C -1.36 -1.77 -3.27
C -3.12 2.16 2.72
C 2.54 -4.65 -0.59
H -1.57 -3.33 -4.74
C -1.79 4.55 -0.68
C -4.10 -4.01 -4.52
H -0.61 4.48 3.50
H -0.95 -3.08 -0.91
C -3.02 1.41 -4.40
P 1.47 -2.18 0.23
C 4.04 -2.08 4.15
C 2.84 -2.79 -2.10
H -2.72 -4.67 -0.23
H -3.69 -0.59 -1.31
C -3.35 3.83 -3.85
H 4.27 -5.59 -3.34
H 6.08 0.71 -1.37
H 3.89 0.80 3.07
C -0.90 -3.56 0.06
C -3.25 -1.22 -2.07
C 2.35 -3.31 -0.90
C 1.17 1.05 -3.43
C 0.81 5.16 -1.38
H -2.81 4.32 -0.38
H -2.52 2.06 3.62
C 3.23 -5.47 -1.48
C -4.74 1.22 0.29
C -2.80 2.50 -3.34
H 1.84 5.36 -1.65
H 1.22 6.13 3.30
C 6.36 0.72 0.76
C 3.60 0.78 0.94
H 3.38 -6.52 -1.24
C 5.75 0.73 2.01
C 4.21 0.74 -0.31
H 1.51 0.53 -4.32
H 1.95 1.75 -3.12
C -2.81 -0.27 2.08
H -0.68 -5.31 3.48
C 3.73 -4.95 -2.66
H -2.84 4.13 -4.76
H 3.92 -3.22 -3.90
P 1.79 0.93 1.05
C 3.87 -1.92 6.54
C -2.64 1.19 1.64
H -5.41 1.97 -2.92
C -0.91 3.49 -0.93
O -3.60 -4.41 -5.55
C 0.31 4.21 3.01
H 3.60 0.74 -1.21
C 2.67 3.52 1.72
N -1.95 -1.03 -2.32
C 0.39 3.86 -1.27
C -4.83 1.85 -2.02
H 0.31 -0.58 2.26
C -2.73 1.91 -0.84
H -1.73 2.61 -3.17
C -3.37 1.45 0.33
C 2.52 4.78 2.26
C -4.01 -2.16 -2.74
C 2.59 -1.40 6.40
H -3.84 -0.46 2.40
H 4.63 -2.34 3.27
C -1.80 -5.11 1.66
Bi -0.29 0.22 -0.75
H -5.68 -4.15 -3.18
H -2.39 1.59 -5.27
C 5.59 0.72 -0.40
H 3.59 3.27 1.20
C 2.77 -1.53 3.99
H -2.54 -5.84 1.95
H -2.10 6.66 -0.58
C -1.39 5.87 -0.78
H 2.66 -1.75 -2.35
H 3.33 5.50 2.18
H 5.58 -2.68 5.50
H -6.54 1.22 -0.88
H -4.16 1.97 2.99
H 1.28 0.39 3.38
H -2.79 0.42 -4.00
F 1.30 2.87 -1.52
H 1.02 -0.84 5.06
N -5.27 -4.47 -4.04
H 0.23 7.22 -1.22
C 1.65 2.57 1.85
H 2.00 -1.15 7.28
C 2.04 -1.21 5.14
C 0.18 -3.30 0.90
H -3.22 4.62 -3.11
H -0.31 -1.57 -3.44
C 4.58 -2.27 5.41
C 0.48 2.93 2.49
H 1.03 -3.68 2.85
H 7.44 0.72 0.69
C -3.46 2.09 -2.03
C 1.33 -0.22 2.48
H -5.25 0.89 1.19
H -5.76 -5.18 -4.56
H 6.34 0.71 2.91
C -2.05 -2.74 -3.98
H 2.93 -3.14 1.95
H 0.27 1.62 -3.69
C -0.09 6.19 -1.14
H -4.42 3.75 -4.08
C 3.53 -3.61 -2.98
H -3.04 3.19 2.36
C 2.70 -2.13 1.61
H -1.58 1.38 1.48
C 1.34 5.14 2.90
N -1.32 2.16 -0.85
H 4.30 -2.05 7.53
H -2.57 -0.97 1.28
H -2.15 -0.49 2.93
N 2.22 -1.33 2.72
H 2.15 -5.06 0.33
H -0.33 2.22 2.61

=====

2.
147
Properties=species:S:1:pos:R:3 method="wB97M-V/def2-TZVPD" smiles="O=C1C=CC(=O)C(CCCNCc2ccccc2O)=C1.c1ccncc1.c1ccncc1.c1ccncc1.c1ccncc1.c1ccncc1.c1ccncc1.c1ccncc1.c1ccncc1.c1ccncc1.c1ccncc1" charge=0 largest_force_ev_per_a=1.73 energy_ev=-92059.19852 multiplicity=1
H -6.39 -2.86 4.65
C -6.92 -5.79 -3.82
C -4.61 -7.83 9.47
C -5.47 -4.10 -2.26
C -4.57 -3.65 5.49
H 0.88 -2.07 1.11
H -1.11 -1.25 0.84
H 5.28 5.30 -5.16
H -0.52 6.76 -8.88
H 4.71 1.73 2.07
H -4.41 -8.06 10.51
N 2.80 7.46 3.54
C 1.16 -3.14 4.81
H -6.13 -8.98 6.69
H 4.67 3.32 -3.78
H 5.54 5.00 -7.62
C -2.63 -3.10 4.22
H -4.49 -0.80 -4.11
C 0.23 6.18 -6.95
H 0.99 5.17 -10.08
C -3.48 0.03 -2.28
C -4.66 -2.36 3.49
C 7.85 -1.40 -0.78
C 5.06 2.90 -7.53
H -5.35 2.47 -0.44
O -3.80 1.19 -2.42
C 2.54 -4.57 6.12
C 2.07 9.72 3.26
C 5.31 3.61 2.94
C 1.00 5.24 -9.00
C 1.84 4.58 -6.87
H 2.12 3.08 -1.22
H 2.53 3.75 -8.73
H -5.04 -4.12 6.34
C 2.35 -5.55 5.16
C -3.72 -0.97 -3.37
H -8.75 5.16 -2.66
C 4.47 2.51 2.78
C -7.12 3.79 -2.99
H 2.60 1.67 -3.24
C -1.92 -2.29 -2.35
H -2.45 -2.35 0.92
N 1.48 -2.86 -0.82
C 4.72 1.87 -6.68
C -5.56 -8.34 7.35
C -2.87 -0.51 -1.04
C 7.89 -1.50 -2.16
C 4.95 4.58 3.85
H 2.05 -2.54 6.66
H 0.91 -2.18 -1.32
H 2.37 -0.41 1.22
C 1.57 -5.25 4.06
C 2.53 1.25 -2.24
H 7.02 -0.77 -3.99
C 0.17 6.13 -8.33
H 2.08 3.14 4.87
C 0.84 -2.99 0.50
H -5.21 -1.81 2.73
H 5.50 0.79 -0.30
C -3.20 -3.73 5.32
H 3.15 -4.76 7.00
C 6.18 0.14 -0.86
C -7.83 4.51 -0.84
C 3.05 8.56 1.42
H -4.88 -3.40 -1.67
C 5.27 4.16 -6.99
C 5.13 4.33 -5.62
C 2.22 1.45 0.14
H 8.60 -2.17 -2.64
N -4.34 -6.30 7.65
H 2.81 -6.53 5.27
N -6.90 3.78 -0.21
H 5.44 0.74 -2.79
H 3.46 5.17 5.29
C -6.69 -6.14 -2.49
C -6.39 -4.60 -4.28
C -2.11 -1.61 -1.02
H -5.46 2.41 -2.92
H 3.39 8.51 0.40
C 2.82 -2.19 -0.72
H 3.40 -0.32 -3.89
C -1.57 -2.09 0.32
H 6.22 3.69 2.36
H -5.19 -6.83 5.86
C 3.19 7.47 2.26
C 3.01 3.30 4.34
H -8.48 5.09 -0.19
C 2.72 -0.12 -2.13
C -5.04 -7.14 6.89
H 1.94 8.54 5.05
C 2.41 0.08 0.26
N 7.01 -0.60 -0.12
H -7.20 3.79 -4.07
H 1.61 10.60 3.69
C 4.79 3.23 -4.85
H -3.10 -2.85 -4.12
H 2.01 2.01 1.04
N 4.58 2.01 -5.36
H -3.06 0.04 -0.12
C 6.14 0.11 -2.24
H 4.54 0.87 -7.06
N -5.68 -3.76 -3.53
H 1.40 -5.99 3.29
H -3.56 -5.94 9.51
C 2.25 8.58 4.01
C 2.66 -0.69 -0.87
C 2.48 9.71 1.93
O -0.96 -2.96 -2.65
C -6.09 3.05 -0.97
C 3.78 4.43 4.57
C -2.99 -2.07 -3.37
H -7.08 -7.06 -2.09
H -2.58 -4.27 6.02
N -3.34 -2.43 3.31
H -1.56 -3.14 4.04
H -0.40 6.86 -6.39
H -5.72 -9.62 9.07
O 2.95 -0.88 -3.24
H 1.36 -3.77 1.05
H 0.67 -2.19 4.63
C -7.98 4.55 -2.21
C 7.02 -0.72 -2.91
H 2.35 10.59 1.31
C -5.32 -2.95 4.56
H 3.31 -2.44 0.22
N 3.33 2.35 3.46
H 5.16 2.73 -8.59
H 3.63 6.54 1.90
H -0.91 -3.89 1.24
C 1.86 4.45 -8.25
H 2.49 3.98 -6.24
H 3.39 -2.58 -1.57
H 8.51 -1.99 -0.16
N 1.05 5.42 -6.22
C -5.34 -8.69 8.67
C 2.28 2.01 -1.12
H -0.81 -4.02 -0.50
H -7.49 -6.43 -4.47
C -6.15 3.02 -2.36
C -5.95 -5.28 -1.70
H -6.54 -4.29 -5.31
C -0.65 -3.33 0.33
H -5.75 -5.51 -0.66
C 1.93 -3.34 5.94
N 0.97 -4.08 3.87
C -4.14 -6.65 8.91
H 5.58 5.45 4.00

=====

3.
8
Properties=species:S:1:pos:R:3 method="wB97M-V/def2-TZVPD" charge=0 largest_force_ev_per_a=3.94 energy_ev=-23562.98602 multiplicity=1
H 2.05 -1.05 -0.16
C 0.88 -0.76 -0.17
S -0.59 1.53 0.09
I -3.49 -0.14 0.11
C -1.57 0.24 0.61
C 0.91 0.61 -0.21
H 1.81 1.14 -0.38
N 0.00 -1.57 0.13

=====

4.
69
Properties=species:S:1:pos:R:3 method="wB97M-V/def2-TZVPD" s_squared=3.990 charge=-2 largest_force_ev_per_a=3.28 energy_ev=-109113.06563 multiplicity=4
C -2.27 1.93 3.59
H 1.52 -2.08 -5.46
H 2.20 1.30 -3.29
H 2.35 1.30 2.48
C -1.52 -3.32 2.91
C 1.84 0.39 2.09
H 1.33 4.78 0.07
H -0.01 2.87 1.52
O 0.17 1.92 3.49
C -0.13 2.45 0.51
H 2.79 -0.96 -2.27
C -3.30 1.74 4.47
C 1.95 2.07 -2.59
O -0.92 -1.07 2.04
H 2.85 -2.31 -3.46
C 1.86 -2.24 -0.25
O -0.92 3.09 5.12
Cl 0.03 -3.51 3.75
C -4.60 1.06 2.62
C 2.51 -1.26 -3.32
C 1.19 1.75 -1.44
C 2.62 -0.10 0.80
N -2.29 1.54 2.25
Cr -0.26 0.76 1.96
H 5.03 -2.56 1.08
P 0.44 0.11 -0.99
C -0.88 2.37 4.12
C 2.28 4.32 -1.77
C 0.71 -3.19 -0.62
H 4.53 -0.37 1.87
H -0.27 -2.74 -0.46
C 1.01 -1.20 -3.57
C 1.53 4.03 -0.66
H -5.49 0.92 2.01
C -1.28 -0.87 -2.99
H 0.78 -3.50 -1.67
O -5.22 0.83 0.07
C -3.52 1.25 1.73
H 3.27 -3.96 -0.16
C 4.02 -2.17 0.85
H -2.07 -0.67 -2.27
H 0.76 -4.10 -0.03
H 3.04 3.61 -3.61
H -2.59 -1.13 -4.68
C -0.64 -1.74 -5.20
C 2.46 3.37 -2.74
H 2.97 0.84 0.29
C -1.57 -1.21 -4.32
H 2.95 -0.57 -4.07
O -3.12 1.24 -0.68
Cl -1.64 -4.39 1.44
C -1.85 -1.92 2.27
C 3.08 -2.89 0.05
C 3.79 -0.89 1.23
C -3.89 1.10 0.24
C 1.73 -0.87 -0.12
H -1.00 -2.02 -6.23
H 2.87 5.26 -1.82
H -5.32 0.88 4.65
H -5.24 0.77 -0.92
C 0.69 -1.70 -4.78
C 0.06 -0.75 -2.64
C -4.46 1.12 3.99
H 1.86 -0.37 2.86
H -2.33 -3.73 3.49
H -1.14 2.29 0.06
H -3.21 2.08 5.49
C 0.93 2.79 -0.48
O -3.08 -1.77 2.09